Molecular formula: C4H5NO
Method: DFT, the ωB97M-V functional and the def2-TZVPD basis

```
11
Properties=species:S:1:pos:R:3:forces:R:3
O -1.4463 -1.1252 2.0415 0.411 0.423 0.075
C -0.6340 -0.2340 2.0208 -0.213 -0.257 0.029
N 0.1019 0.1071 0.8847 -0.057 -0.004 -0.294
C -0.2035 -0.4383 -0.3132 -0.144 0.059 0.223
C 0.2559 -0.0008 -1.5364 0.041 0.012 0.027
C 1.2731 0.9684 -1.5902 -0.389 -0.192 -0.103
H -0.4170 0.4109 2.8873 0.070 -0.104 -0.103
H 0.7386 0.9010 0.8684 -0.028 -0.075 -0.006
H -0.9066 -1.2609 -0.2198 -0.059 0.102 -0.094
H -0.2519 -0.4733 -2.3800 0.276 -0.042 -0.050
H 1.4899 1.1452 -2.6631 0.091 0.077 0.296
```
Positions in Å, forces in eV/Å.

The spin multiplicity is 1. As for the HOMO energy: -8.40 eV. The value obtained for the frontier orbital gap is 0.2732 hartree.